113
Properties=species:S:1:pos:R:3:mulliken_charge:R:1 method="wB97M-V/def2-TZVPD" de_lowest_kcal_mol=0.00 e_lumo_ha=-0.12339 homo_ev=-9.56 homo_lumo_gap_ha=0.22796 charge=+1
Pb 3.339 -2.592 1.649 1.5905
C 0.621 0.650 -0.626 0.5708
F 1.713 0.507 -1.388 -0.1730
F 0.794 1.692 0.187 -0.2081
F -0.432 0.864 -1.373 -0.1846
S 0.269 -0.843 0.354 0.2049
O 0.016 -1.811 -0.684 -0.5440
O 1.476 -1.210 1.113 -0.2985
O -0.832 -0.461 1.152 -0.6150
C -0.586 6.362 -3.407 -1.3458
C -0.502 4.919 -3.861 -0.1159
N -1.692 4.490 -4.568 0.1951
C -1.447 3.442 -5.549 -0.1906
C -2.564 3.329 -6.577 -1.3876
C -2.789 4.188 -3.662 -1.2392
C -2.766 2.816 -2.989 -0.2516
H -0.852 6.980 -4.261 0.3082
H 0.368 6.666 -2.976 0.4213
H -1.346 6.499 -2.636 0.3054
H 0.369 4.819 -4.515 0.4785
H -0.282 4.250 -2.998 -0.0772
H -0.525 3.710 -6.067 0.4879
H -1.265 2.457 -5.076 0.1080
H -3.387 2.701 -6.229 0.2772
H -2.975 4.317 -6.778 0.3250
H -2.176 2.910 -7.505 0.4229
H -3.725 4.246 -4.235 0.4205
H -2.899 4.964 -2.905 0.3397
H -1.764 2.522 -2.657 -0.0009
H -3.080 2.024 -3.674 0.2828
H -3.396 2.825 -2.099 0.2093
C -1.283 2.370 7.728 -1.5957
C -1.245 1.713 6.367 -0.0700
N -0.705 0.360 6.363 0.1114
C -0.579 -0.139 5.018 -0.6484
C 0.562 0.545 4.236 -0.5607
C -1.455 -0.517 7.264 -0.3021
C -1.170 -1.979 7.115 -1.4749
H -1.706 3.372 7.628 0.4520
H -0.277 2.501 8.138 0.3196
H -1.876 1.820 8.452 0.3950
H -2.266 1.737 5.930 0.2939
H -0.605 2.322 5.731 0.2245
H -0.374 -1.207 5.051 0.4523
H -1.533 -0.047 4.449 0.1648
H 1.504 0.279 4.711 0.2721
H 0.541 0.242 3.189 -0.0827
H 0.355 1.614 4.194 0.2145
H -2.551 -0.349 7.210 0.3465
H -1.190 -0.197 8.274 0.4147
H -0.101 -2.197 7.077 0.3340
H -1.686 -2.404 6.256 0.3233
H -1.533 -2.513 8.000 0.4093
C -3.284 -1.522 -2.566 -0.5029
C -2.605 -2.495 -3.500 0.6049
O -3.178 -3.023 -4.430 -0.6752
N -1.277 -2.749 -3.201 0.0605
C -0.447 -3.627 -4.001 -0.9518
H -2.735 -0.583 -2.471 -0.1239
H -3.392 -1.982 -1.579 0.2426
H -4.276 -1.291 -2.940 0.4354
H -0.869 -2.292 -2.403 0.2069
H 0.279 -3.051 -4.601 0.2166
H -1.049 -4.197 -4.695 0.4447
H 0.157 -4.280 -3.361 0.2151
C 1.819 -6.723 0.893 -1.3209
C 1.465 -5.330 0.516 0.7048
O 2.397 -4.461 0.429 -0.6565
N 0.220 -5.065 0.248 0.1408
C -0.889 -6.004 0.293 -1.1461
H 2.846 -6.898 0.595 0.3361
H 1.167 -7.453 0.423 0.4356
H 1.728 -6.827 1.975 0.2877
H -0.018 -4.083 0.078 0.1157
H -0.698 -6.871 -0.338 0.3710
H -1.758 -5.495 -0.112 0.3476
H -1.113 -6.329 1.308 0.3613
C 2.759 -2.457 -2.716 -0.2614
C 3.918 -2.695 -1.838 0.1967
O 3.872 -2.329 -0.624 -0.5661
N 5.009 -3.283 -2.332 -0.1133
C 5.235 -3.600 -3.708 -1.0175
H 2.751 -1.406 -3.003 0.3015
H 1.862 -2.640 -2.125 -0.4880
H 2.741 -3.081 -3.601 0.7116
H 5.787 -3.325 -1.694 0.3198
H 6.297 -3.559 -3.927 0.3557
H 4.788 -2.838 -4.346 0.3515
H 4.829 -4.573 -3.965 0.3096
C 3.433 1.923 1.554 -0.8716
C 4.286 0.756 1.215 0.7625
O 4.108 -0.352 1.782 -0.7702
N 5.234 0.912 0.286 -0.0515
C 5.452 2.121 -0.489 -0.9363
H 2.659 1.600 2.238 -0.1709
H 2.975 2.327 0.652 0.3551
H 4.044 2.698 2.020 0.5658
H 5.811 0.098 0.151 0.2783
H 6.424 2.058 -0.967 0.3659
H 5.505 2.991 0.164 0.3184
H 4.662 2.264 -1.221 0.2694
C -4.348 0.965 0.339 -0.7378
C -3.795 2.085 1.153 0.8676
O -4.477 3.064 1.427 -0.7065
N -2.529 1.895 1.618 0.2688
C -1.830 2.894 2.373 -0.7464
H -4.568 1.327 -0.666 0.2487
H -5.289 0.656 0.783 0.3885
H -3.672 0.111 0.252 -0.0272
H -2.049 1.034 1.398 0.1105
H -1.726 2.603 3.426 0.0076
H -2.351 3.839 2.298 0.4730
H -0.806 2.991 1.994 0.1786